No. 1
Molecular formula: C38H39IrN3OP
Method: DFT, the ωB97M-V functional and the def2-TZVPD basis

XYZ file:
```
83
Properties=species:S:1:pos:R:3:mulliken_spin:R:1
Ir 0.100 0.219 0.511 0.608
C -0.908 2.958 -3.158 0.017
C -0.259 4.128 -2.464 0.005
C -0.358 5.414 -2.978 -0.006
C 0.243 6.488 -2.334 0.009
C 0.970 6.302 -1.163 -0.002
C 1.077 5.037 -0.617 0.007
C 0.477 3.960 -1.281 0.029
P 0.759 2.308 -0.668 0.114
C 1.233 2.491 1.062 0.030
C 2.552 1.962 1.546 -0.039
C 3.008 2.411 2.969 0.008
C 1.953 3.095 3.773 0.017
C 0.734 3.350 3.302 -0.012
C 0.344 3.069 1.914 0.011
C -1.025 3.547 1.512 0.003
C 2.120 1.546 -1.511 -0.011
C 3.159 2.262 -2.103 0.010
C 4.272 1.573 -2.552 0.011
C 4.363 0.186 -2.383 -0.006
C 3.316 -0.528 -1.833 0.050
C 2.142 0.140 -1.463 0.007
C 0.918 -0.625 -1.173 -0.004
H -1.463 3.276 -4.038 0.000
H -1.609 2.440 -2.496 -0.002
H -0.156 2.236 -3.495 0.001
H -0.916 5.579 -3.891 0.000
H 0.139 7.483 -2.747 0.000
H 1.453 7.140 -0.678 0.001
H 1.637 4.888 0.297 0.004
H 3.338 2.084 0.802 0.005
H 3.930 2.991 3.001 0.001
H 2.204 3.373 4.791 0.000
H -0.001 3.834 3.935 0.002
H -1.704 3.514 2.364 0.002
H -1.469 2.965 0.701 0.002
H -0.972 4.588 1.182 0.001
H 3.110 3.340 -2.188 0.005
H 5.085 2.114 -3.019 0.000
H 5.252 -0.337 -2.713 0.000
H 3.366 -1.609 -1.768 0.000
H 1.022 -1.704 -1.138 -0.003
H 0.058 -0.335 -1.802 0.011
C 3.355 0.552 5.860 -0.001
C 2.577 0.393 4.604 0.004
C 1.344 -0.153 4.566 0.000
C 0.611 -0.246 3.339 0.014
N 1.102 0.029 2.170 -0.020
C 2.495 0.487 2.021 0.022
C 3.202 0.884 3.338 -0.002
H 2.724 0.505 6.745 0.000
H 3.928 1.482 5.861 0.000
H 4.086 -0.262 5.927 0.001
H 0.855 -0.503 5.465 0.000
H -0.423 -0.572 3.372 0.001
H 3.023 -0.227 1.390 0.002
H 4.256 0.606 3.317 -0.001
C -5.185 -2.937 2.655 0.000
N -3.810 -2.507 2.365 0.011
N -3.498 -1.224 1.998 0.013
C -2.206 -1.212 1.617 0.001
O -1.655 -0.061 1.261 0.074
C -1.690 -2.495 1.739 0.000
C -2.737 -3.286 2.203 -0.002
C -2.774 -4.745 2.499 0.000
C -4.372 -0.096 2.210 0.001
C -4.589 0.787 1.164 0.001
C -5.421 1.877 1.370 -0.001
C -6.024 2.074 2.605 0.001
C -5.790 1.185 3.645 -0.001
C -4.955 0.094 3.453 0.000
H -5.879 -2.185 2.299 0.000
H -5.324 -3.086 3.723 0.000
H -5.371 -3.870 2.129 0.001
H -0.689 -2.817 1.503 -0.003
H -1.776 -5.167 2.422 0.000
H -3.420 -5.270 1.793 0.000
H -3.158 -4.930 3.502 0.000
H -4.138 0.604 0.197 0.001
H -5.622 2.559 0.554 0.000
H -6.687 2.916 2.754 0.000
H -6.251 1.341 4.611 0.000
H -4.752 -0.590 4.268 0.000
```

Its charge is +3. As for the frontier orbital gap (spin up / spin down): 5.71 / 5.40 eV. As for the largest force on an atom: 1.3 eV Å⁻¹. Its LUMO energy (spin up / spin down) is -0.380 / -0.396 Ha. The value obtained for the energy relative to the best compared isomer or geometry (same formula, charge and spin) is 224.9 kJ/mol. The expectation value of S² is 0.7620. The multiplicity is 2.

***

No. 2
Molecular formula: C4H7ClOS
Method: DFT, the ωB97M-V functional and the def2-TZVPD basis

XYZ file:
```
14
Properties=species:S:1:pos:R:3:mulliken_charge:R:1
C 1.545 0.763 1.063 0.514
C -1.855 -0.117 0.178 -1.032
C -0.487 -0.065 -0.681 -0.287
C 0.774 -0.514 -0.130 -0.619
O 2.095 1.748 0.783 -0.355
S 2.153 -0.703 -1.424 -0.145
Cl 1.161 0.199 2.679 -0.172
H -2.073 -1.229 0.286 0.271
H -1.761 0.286 1.194 0.277
H -2.936 0.212 -0.171 0.294
H -0.544 0.960 -1.194 0.296
H -0.751 -0.787 -1.499 0.331
H 0.572 -1.339 0.462 0.485
H 2.106 0.585 -1.546 0.141
```

As for the frontier orbital gap: 9.96 eV. As for the largest force on an atom: 5.9 eV Å⁻¹. Its LUMO energy is 0.023 Ha. The value obtained for the energy relative to the best compared isomer or geometry (same formula, charge and spin) is 180.3 kJ/mol.

***

No. 3
Molecular formula: C4H5FN2S
Method: DFT, the ωB97M-V functional and the def2-TZVPD basis

XYZ file:
```
13
Properties=species:S:1:pos:R:3:mulliken_charge:R:1
C 2.505 -0.090 0.846 -0.633
C 1.677 -1.101 0.185 -0.075
C 1.723 1.051 0.814 -0.179
C -3.412 -0.248 -1.054 -0.237
N 0.518 -0.555 -0.136 -0.641
N 0.486 0.741 0.179 0.536
F -3.619 -1.496 -1.405 -0.211
S -0.772 1.773 -0.070 -0.141
H 3.292 -0.367 1.441 0.388
H 1.803 -2.143 -0.081 0.416
H 2.069 2.122 1.005 0.318
H -2.577 0.283 -1.588 0.150
H -3.692 0.030 -0.136 0.308
```

As for the frontier orbital gap (spin up / spin down): 9.88 / 5.65 eV. As for the largest force on an atom: 4.6 eV Å⁻¹. Its LUMO energy (spin up / spin down) is 0.024 / -0.085 Ha. The value obtained for the energy relative to the best compared isomer or geometry (same formula, charge and spin) is 484.2 kJ/mol.

***

No. 4
Molecular formula: C17H27F7INO9PS
Method: DFT, the ωB97M-V functional and the def2-TZVPD basis

XYZ file:
```
64
Properties=species:S:1:pos:R:3:mulliken_charge:R:1
C 3.153 0.736 -0.575 -0.471
C 2.350 -0.456 -1.374 -1.062
I 2.249 -2.364 -0.226 0.065
C 1.038 -0.055 -2.210 -0.464
N -0.265 0.243 -1.535 0.221
C -1.039 -0.955 -1.002 0.104
C -1.178 -2.224 -2.020 -0.265
C -2.417 -3.179 -1.425 -0.553
O -2.334 -3.353 0.047 -0.420
P -0.219 1.396 -0.184 0.633
O 0.737 2.805 -0.457 -0.438
O 0.234 0.692 1.334 -0.476
S -1.206 1.053 -2.815 1.149
O -0.757 2.538 -3.046 -0.531
O -0.971 0.379 -4.227 -0.583
C -3.046 1.075 -2.613 0.469
F -3.532 1.727 -3.897 -0.231
F -3.596 -0.323 -2.751 -0.212
C -3.691 1.970 -1.434 0.559
F -4.908 2.654 -2.023 -0.268
F -2.841 3.134 -0.979 -0.215
C -4.234 1.239 -0.090 0.573
F -3.228 0.955 0.959 -0.172
F -5.175 2.237 0.555 -0.255
F -5.061 0.027 -0.274 -0.217
H 3.543 1.587 -1.317 0.073
H 2.605 1.164 0.363 0.196
H 4.152 0.227 -0.164 0.407
H 3.146 -0.766 -2.219 0.602
H 0.973 -0.869 -3.084 0.384
H 1.314 0.946 -2.807 0.647
H -2.158 -0.681 -0.679 -0.797
H -0.589 -1.390 0.016 0.503
H -0.182 -2.836 -2.181 0.316
H -1.543 -1.916 -3.114 0.219
H -3.465 -2.658 -1.626 0.225
H -2.439 -4.220 -1.958 0.342
H -2.816 -2.556 0.441 0.247
H 1.222 2.783 -1.353 0.368
H -0.427 0.019 1.672 0.344
O 4.994 2.523 -1.942 -0.654
C 5.069 3.328 -1.028 0.539
O 4.035 3.646 -0.196 -0.323
C 4.443 4.696 0.679 -0.435
C 5.948 4.630 0.703 -0.526
C 6.280 4.141 -0.684 -0.431
H 4.075 5.646 0.280 0.281
H 4.012 4.537 1.672 0.311
H 6.416 5.586 0.954 0.337
H 6.275 3.889 1.442 0.274
H 6.370 4.967 -1.395 0.282
H 7.182 3.526 -0.687 0.304
O -2.113 -2.093 2.843 -0.600
C -2.190 -3.189 3.373 0.511
O -1.670 -4.337 2.848 -0.309
C -2.040 -5.440 3.674 -0.440
C -2.352 -4.841 5.020 -0.498
C -2.902 -3.484 4.659 -0.395
H -2.909 -5.935 3.227 0.277
H -1.213 -6.154 3.727 0.306
H -3.042 -5.449 5.612 0.321
H -1.427 -4.721 5.597 0.270
H -3.979 -3.518 4.472 0.274
H -2.663 -2.739 5.422 0.306
```

Its charge is +1. As for the frontier orbital gap: 7.36 eV. As for the largest force on an atom: 11.9 eV Å⁻¹. Its LUMO energy is -0.185 Ha. The value obtained for the energy relative to the best compared isomer or geometry (same formula, charge and spin) is 914.6 kJ/mol.

***

No. 5
Molecular formula: C4H11NO2
Method: DFT, the ωB97M-V functional and the def2-TZVPD basis

XYZ file:
```
18
Properties=species:S:1:pos:R:3:mulliken_charge:R:1
C 0.061 1.761 -1.724 -1.390
C 0.016 0.789 -0.558 -0.182
N -0.467 -0.541 -0.927 -0.367
C 0.019 -1.620 -0.092 -0.264
C -1.072 -2.437 0.548 -0.086
O -0.835 -3.291 1.366 -0.498
H 0.818 1.467 -2.442 0.379
H 0.280 2.721 -1.293 0.382
H -0.919 1.859 -2.190 0.351
H -0.547 1.173 0.294 0.237
H 1.053 0.723 -0.199 0.296
H -0.284 -0.715 -1.908 0.246
H 0.627 -2.360 -0.609 0.298
H 0.702 -1.266 0.672 0.223
H -2.111 -2.265 0.245 0.364
O 0.875 1.044 2.672 -0.587
H 0.363 1.857 2.684 0.305
H 1.423 1.101 3.462 0.293
```

As for the SMILES: CCNCC=O.O. As for the frontier orbital gap: 9.52 eV. As for the largest force on an atom: 1.1 eV Å⁻¹. Its LUMO energy is 0.023 Ha. The value obtained for the energy relative to the best compared isomer or geometry (same formula, charge and spin) is 157.9 kJ/mol.

***

No. 6
Molecular formula: C19H28N2O4
Method: DFT, the ωB97M-V functional and the def2-TZVPD basis

XYZ file:
```
53
Properties=species:S:1:pos:R:3:mulliken_charge:R:1
C -6.413 -2.203 0.217 -0.946
O -5.362 -1.366 0.625 -0.441
C -5.159 -0.191 -0.067 1.109
C -5.898 0.218 -1.159 -0.492
C -5.599 1.416 -1.797 -0.706
C -4.559 2.198 -1.341 -0.943
C -3.812 1.796 -0.245 -0.445
C -4.096 0.606 0.412 0.336
N -3.434 0.181 1.552 -0.108
C -2.102 0.603 1.866 -1.339
C -1.049 0.099 0.844 -0.213
C 0.310 0.609 1.228 0.537
O 1.147 -0.036 1.817 -0.681
O 0.466 1.882 0.874 -0.291
C 1.666 2.556 1.252 -0.748
C 2.807 2.329 0.239 0.826
O 3.232 3.229 -0.453 -0.681
N 3.265 1.071 0.233 0.121
C 4.278 0.605 -0.687 -0.142
C 5.337 -0.229 0.039 -1.082
C 4.833 -1.491 0.736 -0.562
C 4.101 -2.480 -0.172 -0.911
C 2.657 -2.071 -0.463 -0.274
C 2.469 -1.039 -1.586 -0.300
C 3.658 -0.125 -1.891 -1.158
H -6.398 -3.051 0.900 0.247
H -7.381 -1.698 0.290 0.373
H -6.268 -2.563 -0.808 0.377
H -6.711 -0.385 -1.532 0.379
H -6.184 1.723 -2.650 0.368
H -4.320 3.127 -1.835 0.375
H -3.004 2.423 0.098 0.370
H -3.640 -0.784 1.771 0.316
H -1.852 0.222 2.859 0.375
H -2.068 1.695 1.900 0.349
H -1.318 0.476 -0.143 0.506
H -1.034 -0.991 0.838 0.345
H 1.417 3.618 1.269 0.322
H 1.982 2.216 2.245 0.382
H 2.842 0.385 0.844 0.117
H 4.771 1.509 -1.066 0.439
H 5.820 0.406 0.786 0.349
H 6.097 -0.506 -0.695 0.426
H 5.704 -1.992 1.168 0.366
H 4.176 -1.224 1.566 0.304
H 4.654 -2.621 -1.101 0.350
H 4.077 -3.445 0.340 0.417
H 2.090 -2.965 -0.735 0.480
H 2.218 -1.698 0.464 -0.086
H 1.601 -0.419 -1.345 -0.033
H 2.233 -1.562 -2.516 0.493
H 4.447 -0.692 -2.384 0.380
H 3.308 0.628 -2.602 0.447
```

As for the SMILES: COc1ccccc1NCCC(=O)OCC(=O)NC1CCCCCC1. As for the frontier orbital gap: 8.47 eV. As for the largest force on an atom: 0.8 eV Å⁻¹. Its LUMO energy is 0.026 Ha. The value obtained for the energy relative to the best compared isomer or geometry (same formula, charge and spin) is 93.9 kJ/mol.